(1)
11
Properties=species:S:1:pos:R:3:nbo_charge:R:1 method="wB97M-V/def2-TZVPD" total_energy_ha=-285.27996 de_lowest_kj_mol=353.5 orbital_gap_ev=10.658
C 0.52 -2.05 -0.60 -0.18
C -0.33 -1.24 -0.37 -0.12
C -1.45 -0.34 -0.04 0.37
O -2.16 0.16 -0.88 -0.48
H 1.24 -2.81 -0.83 0.24
H -1.61 -0.21 1.04 0.14
C 0.95 1.22 0.00 -0.03
N -0.03 1.67 0.66 -0.61
H 0.87 1.18 -1.09 0.17
H 1.88 0.82 0.44 0.15
H 0.12 1.60 1.67 0.33

(2)
87
Properties=species:S:1:pos:R:3:mulliken_charge:R:1 method="wB97M-V/def2-TZVPD" total_energy_ha=-2872.68774 total_charge=-1 orbital_gap_ev=5.166
C -1.41 1.83 -1.34 -0.51
C -2.12 0.99 -0.17 -0.54
O -1.15 0.30 0.65 -0.44
B -1.22 -1.13 0.54 1.01
O -2.46 -1.78 0.89 -1.00
C 0.11 -1.94 0.04 0.07
O 1.35 -1.70 0.76 -0.51
P 2.43 -0.67 -0.14 2.79
C 3.54 0.48 -1.25 -0.70
C 3.64 0.02 -2.78 -0.05
N 4.48 1.07 -3.49 -0.79
C 2.32 0.86 0.98 -1.04
C 1.65 0.66 2.42 -0.07
C 2.58 -0.02 3.52 -0.23
C 1.84 -1.20 4.34 0.35
O 2.17 -1.41 5.53 -0.63
O 0.83 -2.02 3.76 -0.29
C 4.08 -1.38 0.62 -1.31
O 3.74 -2.63 1.28 -0.17
C 4.88 -3.49 1.45 -0.79
O 1.14 -0.18 -1.25 -0.41
C 0.30 -1.33 -1.45 -0.10
C 0.54 -2.28 -2.70 -0.27
Cl -0.95 -2.38 -3.81 -0.28
C 1.09 -3.75 -2.38 -0.19
C 0.47 -4.91 -3.33 -1.28
H -0.63 2.56 -0.94 -0.05
H -0.96 1.17 -2.15 0.09
H -2.22 2.46 -1.87 0.45
H -2.93 0.32 -0.61 0.29
H -2.64 1.78 0.49 0.33
H -2.96 -1.14 1.44 0.19
H -0.20 -3.03 0.16 -0.01
H 2.69 -1.67 -1.16 -0.28
H 4.63 0.51 -0.85 0.24
H 3.18 1.56 -1.22 0.25
H 2.66 0.00 -3.34 -0.07
H 4.16 -0.99 -2.83 0.18
H 3.89 1.93 -3.46 0.29
H 5.30 1.32 -2.91 0.34
H 3.36 1.32 1.16 0.38
H 1.71 1.66 0.43 -0.13
H 0.66 0.12 2.43 -0.37
H 1.43 1.73 2.81 0.52
H 2.85 0.75 4.33 0.33
H 3.56 -0.44 3.14 0.10
H 1.17 -2.93 3.79 0.30
H 4.63 -0.63 1.28 0.20
H 4.79 -1.61 -0.26 0.57
H 5.82 -2.90 1.21 0.32
H 4.85 -4.46 0.84 0.20
H 4.88 -3.82 2.56 0.21
H -0.76 -0.92 -1.66 0.14
H 1.34 -1.77 -3.35 0.01
H 2.23 -3.75 -2.57 0.22
H 0.94 -4.11 -1.32 0.16
H 0.70 -4.74 -4.43 0.31
H 1.01 -5.88 -3.01 0.39
H -0.63 -5.07 -3.11 0.31
C -8.02 -3.44 4.03 -0.35
C -7.97 -2.12 3.58 -0.48
C -6.74 -1.51 3.36 -0.31
C -5.57 -2.23 3.57 0.01
C -5.61 -3.54 4.02 -0.23
C -6.84 -4.15 4.25 -0.53
N -4.28 -1.59 3.31 1.07
O -4.28 -0.43 2.93 -0.67
O -3.28 -2.26 3.48 -0.53
H -8.98 -3.92 4.20 0.37
H -8.89 -1.57 3.41 0.36
H -6.72 -0.48 3.01 0.43
H -4.70 -4.11 4.20 0.46
H -6.89 -5.17 4.60 0.36
C -0.96 8.45 -3.45 -0.39
C -1.01 7.33 -4.27 -0.50
C -0.50 6.12 -3.82 -0.18
C 0.07 6.04 -2.55 -0.09
C 0.13 7.16 -1.73 -0.28
C -0.38 8.37 -2.18 -0.45
N 0.59 4.76 -2.07 1.05
O 0.53 3.80 -2.83 -0.53
O 1.04 4.72 -0.94 -0.60
H -1.37 9.40 -3.80 0.36
H -1.46 7.40 -5.25 0.36
H -0.54 5.25 -4.47 0.45
H 0.57 7.11 -0.74 0.43
H -0.34 9.25 -1.55 0.36

(3)
12
Properties=species:S:1:pos:R:3:nbo_charge:R:1 method="wB97M-V/def2-TZVPD" total_energy_ha=-323.34924 de_lowest_kj_mol=447.5 orbital_gap_ev=8.571
C -1.92 1.69 -0.06 -0.23
C -1.57 0.57 -0.31 -0.10
C -1.07 -0.89 -0.09 0.44
O -1.87 -1.83 0.03 -0.56
C 0.21 -1.31 -0.13 -0.45
C 1.46 -0.59 -0.08 0.14
N 1.47 0.75 -0.13 -0.72
H -2.43 2.57 0.46 0.26
H 0.08 -2.39 -0.12 0.26
H 2.44 -0.93 0.07 0.20
H 2.46 1.09 0.41 0.38
H 0.74 1.28 -0.04 0.39

(4)
24
Properties=species:S:1:pos:R:3:nbo_charge:R:1 method="wB97M-V/def2-TZVPD" total_energy_ha=-1041.55666 total_charge=+1 orbital_gap_ev=11.259
C -2.59 2.66 -0.65 -0.61
C -2.06 1.22 -0.87 -0.43
C -1.05 0.89 0.19 0.09
C -1.69 0.48 1.52 -0.64
O -0.18 -0.22 -0.32 -0.70
S 1.33 0.00 0.05 1.82
O 1.42 -0.08 1.50 -1.02
O 1.64 -1.61 -0.29 -0.75
C 2.88 -1.85 -1.02 -0.22
C 3.61 -3.02 -0.39 0.84
O 4.65 -3.44 -0.69 -0.43
F 2.91 -3.52 0.69 -0.38
H -3.67 2.68 -0.70 0.23
H -2.32 3.01 0.34 0.20
H -2.15 3.35 -1.36 0.22
H -2.91 0.55 -0.81 0.22
H -1.64 1.16 -1.86 0.23
H -0.43 1.77 0.37 0.19
H -2.77 0.48 1.45 0.23
H -1.39 1.16 2.30 0.23
H -1.33 -0.49 1.81 0.22
H 2.62 -2.05 -2.05 0.26
H 3.55 -1.01 -0.95 0.24
Li 1.58 -2.11 1.73 0.95